(1)
Entry from the OMol25 dataset: C37H63BN11O4Zr as an isolated structure in a non-equilibrium geometry (ωB97M-V/def2-TZVPD).

As for the LUMO energy: -2.91 eV. For the total energy, the calculation gives -65930.962 eV. As for the HOMO energy: -9.85 eV.

ORCA input file:
```
! RIJCOSX wB97M-V def2-TZVPD def2/J DEFGRID3
* xyz 1 1
Zr 0.5792 -0.2666 -0.2121
C 0.3189 -4.9111 2.6773
C -0.2712 -3.5439 2.5743
C -0.8832 -2.7776 3.5443
C -1.2268 -1.5802 2.9129
N -0.8326 -1.5902 1.6296
N -0.2793 -2.8339 1.4377
B 0.1985 -3.3372 0.0564
N -0.7668 -2.7928 -1.0330
N -0.9548 -1.4667 -1.3311
C -1.9355 -1.3974 -2.2222
C -2.4057 -2.6808 -2.5050
C -1.6475 -3.5371 -1.7325
C -1.7595 -5.0214 -1.6138
C -2.4122 -0.1085 -2.8410
C -3.9293 0.0000 -2.6497
C -1.7173 1.0841 -2.1984
C -2.0823 -0.1330 -4.3397
N 1.6991 -2.9101 -0.0648
N 2.0862 -1.7093 0.4784
C 3.3952 -1.7504 0.7053
C 3.8780 -3.0027 0.3099
C 2.7829 -3.7014 -0.1705
C 2.7000 -5.0973 -0.6867
C 4.1016 -0.6105 1.4131
C 3.5124 -0.5417 2.8329
C 3.8830 0.7488 0.7001
C 5.5961 -0.9126 1.4999
C -2.1236 -0.4948 3.4831
C -3.2977 -0.3146 2.5110
C -2.6782 -0.9411 4.8368
C -1.3932 0.8338 3.6818
H 0.1739 -5.2950 3.6851
H 1.3914 -4.8926 2.4721
H -0.1425 -5.6066 1.9759
H -1.0667 -3.0652 4.5651
H 0.1495 -4.5266 0.0107
H -3.1956 -2.9595 -3.1826
H -2.5453 -5.3716 -2.2803
H -2.0120 -5.3199 -0.5965
H -0.8297 -5.5212 -1.8849
H -4.1958 -0.0836 -1.5923
H -4.4654 -0.7835 -3.1862
H -4.2845 0.9621 -3.0320
H -1.9575 1.1805 -1.1330
H -2.0273 2.0143 -2.6852
H -0.6323 1.0097 -2.3026
H -2.5983 -0.9490 -4.8474
H -1.0101 -0.2626 -4.4978
H -2.3894 0.8064 -4.8063
H 4.8924 -3.3604 0.3590
H 3.7025 -5.5016 -0.8094
H 2.1916 -5.1339 -1.6507
H 2.1512 -5.7404 0.0029
H 2.4492 -0.2929 2.8101
H 4.0304 0.2286 3.4080
H 3.6276 -1.4961 3.3509
H 3.0516 0.7131 -0.0065
H 4.7582 1.0281 0.1112
H 3.7097 1.5334 1.4388
H 5.7909 -1.8141 2.0845
H 6.1107 -0.0813 1.9846
H 6.0307 -1.0419 0.5062
H -3.8850 -1.2317 2.4361
H -2.9399 -0.0868 1.5027
H -3.9568 0.4866 2.8600
H -3.2501 -1.8669 4.7540
H -3.3402 -0.1673 5.2328
H -1.8775 -1.0912 5.5625
H -0.7874 1.1065 2.8243
H -0.7131 0.7834 4.5345
H -2.1170 1.6301 3.8900
O 2.1108 5.4499 2.0303
C 2.3902 5.5649 0.7321
O 3.0043 6.4991 0.2929
C 1.8604 4.5068 -0.1783
C 1.9399 4.6094 -1.5483
N 1.2830 3.5450 -2.0559
N 0.8002 2.7418 -1.1130
C 1.1469 3.2972 0.0289
C 0.8182 2.5573 1.2781
O 0.7325 3.1615 2.3410
O 0.5784 1.2853 1.1705
H 1.6081 4.6230 2.2180
H 2.4173 5.3572 -2.1593
H 1.2125 3.2571 -3.0191
C 3.8171 -0.3424 -2.6354
C 2.3241 -0.2851 -2.9505
C 1.8781 -1.6290 -3.5317
C 2.1011 0.8022 -4.0142
N 1.5552 0.0230 -1.7694
H 4.3906 -0.5606 -3.5404
H 4.0318 -1.1217 -1.9000
H 4.1600 0.6132 -2.2344
H 2.4435 -1.8797 -4.4330
H 0.8150 -1.6025 -3.7871
H 2.0295 -2.4243 -2.7965
H 2.4832 0.4947 -4.9908
H 2.6252 1.7221 -3.7369
H 1.0323 1.0141 -4.1228
N -4.0591 4.9479 0.0590
C -2.5945 5.0706 0.4228
C -2.2900 4.0162 1.4601
N -2.5705 2.7130 0.8783
C -3.9868 2.5529 0.6177
C -4.3938 3.5592 -0.4392
H -4.3208 5.6501 -0.6322
H -4.6122 5.1332 0.8987
H -2.4194 6.0856 0.7725
H -2.0300 4.8842 -0.4898
H -2.8908 4.2108 2.3664
H -1.2445 4.0939 1.7486
H -2.2257 1.9746 1.4804
H -4.6103 2.6861 1.5177
H -4.1917 1.5583 0.2232
H -5.4585 3.5336 -0.6617
H -3.8169 3.4092 -1.3501
*
```

Results of the Mulliken charge analysis, in e, for atoms 1 through 5:
1 Zr -0.15
2 C -1.51
3 C 0.64
4 C -1.17
5 C -0.45

***

(2)
Entry from the OMol25 dataset: C37H63CuN2O3Si as an isolated structure (ωB97M-V/def2-TZVPD).

As for the LUMO energy (spin up / spin down): 2.54 / 2.54 eV. For the total energy, the calculation gives -101037.541 eV. As for the HOMO energy (spin up / spin down): -4.45 / -4.61 eV.

ORCA input file:
```
! RIJCOSX wB97M-V def2-TZVPD def2/J DEFGRID3
* xyz -1 2
Cu -0.1616 1.2804 0.5416
C -2.6776 2.9214 1.9841
N -2.1396 2.6970 0.6524
C -1.7892 3.9659 0.0312
C -3.0445 1.9214 -0.1886
C -3.1636 0.4583 0.2648
N -1.8717 -0.1229 0.6470
C -1.3128 -1.0990 -0.3161
C -1.4031 -0.6823 -1.7608
C -2.0222 -1.5598 -2.6389
C -2.0991 -1.3256 -4.0031
C -1.4985 -0.1548 -4.4567
C -0.8634 0.7711 -3.6300
C -0.8363 0.5351 -2.2219
O -0.3099 1.4121 -1.3936
C -0.1737 1.9973 -4.2546
C -0.7753 3.3019 -3.7167
C 1.3265 1.9702 -3.9301
C -0.3114 2.0344 -5.7792
C -2.8098 -2.3186 -4.9221
C -2.7231 -1.9048 -6.3916
C -4.2933 -2.4074 -4.5351
C -2.1755 -3.7116 -4.7852
C -1.9038 -0.7051 2.0031
C -0.5722 -0.9008 2.6773
C -0.1592 -2.1596 3.0982
C 0.9773 -2.3140 3.8774
C 1.6428 -1.1442 4.2612
C 1.2732 0.1320 3.8581
C 0.1680 0.2547 2.9848
O -0.2209 1.4148 2.4727
C 1.9709 1.3870 4.3986
C 3.1281 1.0471 5.3416
C 0.9297 2.1961 5.1903
C 2.5422 2.2664 3.2790
C 1.5179 -3.6729 4.3197
C 1.5899 -3.7444 5.8520
C 0.6362 -4.8238 3.8340
C 2.9274 -3.8731 3.7425
H -3.6007 3.5224 1.9410
H -2.8903 1.9761 2.4767
H -1.9374 3.4367 2.5937
H -2.6695 4.6126 -0.1151
H -1.0771 4.4945 0.6679
H -1.3252 3.7790 -0.9309
H -4.0542 2.3651 -0.1976
H -2.6577 1.9546 -1.2056
H -3.8417 0.3884 1.1179
H -3.6209 -0.1051 -0.5529
H -0.2681 -1.2611 -0.0284
H -1.8293 -2.0636 -0.2058
H -2.4554 -2.4648 -2.2205
H -1.5233 0.0482 -5.5163
H -0.5508 3.3994 -2.6605
H -0.3462 4.1605 -4.2452
H -1.8609 3.3179 -3.8543
H 1.4876 1.8912 -2.8571
H 1.8072 1.1159 -4.4163
H 1.8087 2.8875 -4.2869
H -1.3542 2.1294 -6.0975
H 0.2327 2.9048 -6.1538
H 0.1180 1.1469 -6.2511
H -3.2094 -0.9415 -6.5685
H -1.6843 -1.8311 -6.7246
H -3.2254 -2.6530 -7.0115
H -4.7733 -1.4307 -4.6372
H -4.8201 -3.1223 -5.1768
H -4.4091 -2.7311 -3.4980
H -1.1119 -3.6721 -5.0329
H -2.2665 -4.0944 -3.7665
H -2.6642 -4.4240 -5.4587
H -2.4805 -0.0186 2.6232
H -2.4439 -1.6641 1.9765
H -0.7603 -3.0163 2.8103
H 2.5152 -1.2485 4.8959
H 2.7919 0.5013 6.2283
H 3.8946 0.4537 4.8345
H 3.5938 1.9775 5.6794
H 0.5095 1.5920 5.9999
H 1.3927 3.0887 5.6273
H 0.1180 2.5084 4.5313
H 3.3172 1.7272 2.7346
H 1.7715 2.5448 2.5642
H 2.9816 3.1706 3.7163
H 0.6034 -3.5705 6.2893
H 1.9444 -4.7299 6.1734
H 2.2726 -2.9934 6.2554
H -0.3761 -4.7514 4.2408
H 0.5682 -4.8405 2.7433
H 1.0648 -5.7759 4.1596
H 3.6064 -3.0866 4.0793
H 3.3397 -4.8394 4.0544
H 2.8996 -3.8417 2.6505
C 3.1159 2.6450 -1.0249
Si 2.9510 0.8617 -0.4209
C 2.9385 -0.3117 -1.9002
C 4.5657 0.4525 0.4795
O 1.6635 0.6560 0.4982
H 3.7327 2.7493 -1.9250
H 3.5571 3.2648 -0.2348
H 2.1200 3.0494 -1.2481
H 3.5712 0.0324 -2.7274
H 1.9178 -0.4350 -2.2788
H 3.2984 -1.2994 -1.5882
H 5.3584 0.2105 -0.2395
H 4.4187 -0.4197 1.1286
H 4.9208 1.2806 1.1003
*
```

Results of the Mulliken charge analysis, in e, for atoms 1 through 5:
1 Cu -0.19
2 C -1.09
3 N 1.24
4 C -1.06
5 C -0.73